No. 1
{"formula": "C4H6OS2", "method": "ωB97M-V/def2-TZVPD", "total_energy_ha": -1027.4196, "gap_ev": [7.1, 6.2], "charge": 0, "fmax_ev_per_a": 5.41, "e_above_lowest_kcal_mol": 53.9, "s_squared": 2.006, "multiplicity": 3, "symbols": ["C", "S", "H", "H", "H", "O", "H", "C", "H", "H", "S", "C", "C"], "coordinates": [[-0.8777, 0.0909, -0.4153], [2.4658, -0.4110, -0.3693], [-1.6695, -1.5320, 1.5753], [-1.3021, -1.6390, -1.2705], [-1.2545, 1.7492, -1.7231], [-1.3287, -1.9758, 0.6966], [2.1903, 1.2626, 1.2437], [-0.5508, 1.1971, -1.1770], [1.4752, -0.5185, 1.6046], [0.4932, 1.2985, -1.5062], [-0.6274, 1.4905, 0.5741], [2.0105, 0.2287, 1.0831], [-1.0244, -1.2411, -0.3160]], "forces_ev_per_a": [[-0.314, -3.059, 2.125], [0.623, -0.328, -1.274], [1.263, -0.685, -2.851], [0.481, -1.046, -0.510], [-0.976, 0.467, -0.923], [-1.395, -1.294, 5.064], [-0.125, 0.430, 0.714], [2.248, 1.442, -1.729], [-0.710, 0.012, 1.254], [-0.459, -0.209, -0.322], [-0.728, 0.614, 1.731], [0.851, -0.346, -0.606], [-0.760, 4.002, -2.670]]}



No. 2
{"formula": "C4H6OS3", "method": "ωB97M-V/def2-TZVPD", "total_energy_ha": -1425.7801, "gap_ev": 9.6, "charge": 0, "fmax_ev_per_a": 0.84, "e_above_lowest_kcal_mol": 15.0, "symbols": ["C", "H", "C", "H", "H", "C", "S", "S", "S", "H", "O", "C", "H", "H"], "coordinates": [[-1.2923, -0.2477, -0.6302], [0.8300, 1.3931, 1.5282], [0.7448, 0.8924, 0.5623], [1.3011, -0.9461, 1.5800], [-0.9617, -0.1343, 1.5012], [-0.4333, -0.0845, 0.5791], [-3.0616, -0.0651, -0.4134], [1.1656, 1.9102, -0.8362], [1.8305, -1.5306, -0.6350], [0.8857, -1.3990, -1.5701], [-0.8804, -0.4337, -1.7449], [1.0022, -0.5727, 0.6220], [-3.0749, 0.2066, 0.9096], [1.9444, 1.0114, -1.4526]], "forces_ev_per_a": [[0.101, 0.285, 0.270], [0.169, 0.082, -0.398], [-0.027, 0.264, 0.295], [0.075, -0.074, 0.412], [-0.287, -0.034, 0.557], [-0.003, -0.279, -0.797], [0.075, 0.014, 0.250], [-0.103, 0.126, 0.194], [0.073, -0.003, 0.054], [-0.055, 0.015, -0.145], [-0.030, -0.092, -0.080], [-0.099, -0.072, -0.326], [0.074, -0.083, -0.291], [0.037, -0.149, 0.006]]}



Repeat the first record exactly.
{"formula": "C4H6OS2", "method": "ωB97M-V/def2-TZVPD", "total_energy_ha": -1027.4196, "gap_ev": [7.1, 6.2], "charge": 0, "fmax_ev_per_a": 5.41, "e_above_lowest_kcal_mol": 53.9, "s_squared": 2.006, "multiplicity": 3, "symbols": ["C", "S", "H", "H", "H", "O", "H", "C", "H", "H", "S", "C", "C"], "coordinates": [[-0.8777, 0.0909, -0.4153], [2.4658, -0.4110, -0.3693], [-1.6695, -1.5320, 1.5753], [-1.3021, -1.6390, -1.2705], [-1.2545, 1.7492, -1.7231], [-1.3287, -1.9758, 0.6966], [2.1903, 1.2626, 1.2437], [-0.5508, 1.1971, -1.1770], [1.4752, -0.5185, 1.6046], [0.4932, 1.2985, -1.5062], [-0.6274, 1.4905, 0.5741], [2.0105, 0.2287, 1.0831], [-1.0244, -1.2411, -0.3160]], "forces_ev_per_a": [[-0.314, -3.059, 2.125], [0.623, -0.328, -1.274], [1.263, -0.685, -2.851], [0.481, -1.046, -0.510], [-0.976, 0.467, -0.923], [-1.395, -1.294, 5.064], [-0.125, 0.430, 0.714], [2.248, 1.442, -1.729], [-0.710, 0.012, 1.254], [-0.459, -0.209, -0.322], [-0.728, 0.614, 1.731], [0.851, -0.346, -0.606], [-0.760, 4.002, -2.670]]}



Repeat the first record exactly.
{"formula": "C4H6OS2", "method": "ωB97M-V/def2-TZVPD", "total_energy_ha": -1027.4196, "gap_ev": [7.1, 6.2], "charge": 0, "fmax_ev_per_a": 5.41, "e_above_lowest_kcal_mol": 53.9, "s_squared": 2.006, "multiplicity": 3, "symbols": ["C", "S", "H", "H", "H", "O", "H", "C", "H", "H", "S", "C", "C"], "coordinates": [[-0.8777, 0.0909, -0.4153], [2.4658, -0.4110, -0.3693], [-1.6695, -1.5320, 1.5753], [-1.3021, -1.6390, -1.2705], [-1.2545, 1.7492, -1.7231], [-1.3287, -1.9758, 0.6966], [2.1903, 1.2626, 1.2437], [-0.5508, 1.1971, -1.1770], [1.4752, -0.5185, 1.6046], [0.4932, 1.2985, -1.5062], [-0.6274, 1.4905, 0.5741], [2.0105, 0.2287, 1.0831], [-1.0244, -1.2411, -0.3160]], "forces_ev_per_a": [[-0.314, -3.059, 2.125], [0.623, -0.328, -1.274], [1.263, -0.685, -2.851], [0.481, -1.046, -0.510], [-0.976, 0.467, -0.923], [-1.395, -1.294, 5.064], [-0.125, 0.430, 0.714], [2.248, 1.442, -1.729], [-0.710, 0.012, 1.254], [-0.459, -0.209, -0.322], [-0.728, 0.614, 1.731], [0.851, -0.346, -0.606], [-0.760, 4.002, -2.670]]}